Below is a molecular structure, C62H51BrIN4O4PPd in a non-equilibrium geometry, with properties calculated with wB97M-V/def2-TZVPD.

XYZ file:
```
125
Properties=species:S:1:pos:R:3:lowdin_charge:R:1
C 5.50928 4.29767 -2.95841 -0.26
C -0.97473 2.00125 -3.16458 -0.21
H 1.89187 -4.29249 2.41625 0.09
C -4.10480 5.14193 -3.56777 0.02
H -9.06507 -2.91089 0.20929 0.10
C 2.44686 -3.48333 2.86183 -0.02
H -1.41295 3.14632 -0.42452 0.04
C 1.01071 2.81439 -3.83804 0.02
H 3.32188 -4.72928 4.36727 0.13
C 2.38052 -2.20714 2.28824 -0.17
C -3.12983 -1.39061 -1.55251 -0.20
C -4.99295 4.07791 -1.59775 0.03
C -2.35516 1.84058 -2.93558 0.00
C -3.30934 4.04110 -3.79315 0.00
H -2.73279 4.00988 -4.70125 0.11
C 4.01539 -2.71437 4.53122 -0.25
C -0.09265 0.26876 3.38661 -0.09
H 5.86642 -2.53653 7.18489 0.10
C 2.45047 1.35906 -2.41129 -0.01
C -0.65792 2.97024 0.34166 -0.21
N -2.24367 -0.36865 -1.77634 0.00
Br 5.46300 -3.83177 -0.97880 0.76
C -4.21568 2.98072 -1.84566 -0.02
C 4.76777 2.00783 -3.23032 -0.02
H -2.65359 1.73615 2.14583 0.07
H 0.30181 -0.39152 5.37712 0.12
C -9.13413 -3.99512 0.33305 -0.06
H -0.86454 3.58584 1.21597 0.07
H 7.27377 7.01411 -3.04641 0.10
I 2.07373 -4.32435 -1.49796 0.96
H -7.05096 -2.85138 1.53214 0.11
C -6.37989 -3.22324 0.77327 0.00
C 3.54189 2.31791 -2.63495 -0.20
C -0.48339 -3.19875 1.88578 0.01
H 3.16284 -0.20985 2.43643 0.11
H 4.09154 5.60197 -1.98058 0.11
H 6.04397 -1.43069 5.80954 0.10
H -4.86391 0.61991 -3.49609 0.13
Pd -0.31347 -0.30720 -1.23123 1.00
C -5.87043 -4.71100 -1.06091 0.03
N 1.66607 -0.37507 -0.84917 0.00
C -5.09448 -2.72323 0.70410 -0.02
H 5.50751 6.97487 -3.24800 0.10
H 6.66502 2.76047 -3.87980 0.13
H -10.02965 -4.36074 -0.16828 0.10
H -0.80027 3.72682 -4.58623 0.10
H 1.67007 2.64803 1.74599 0.10
C -4.21130 -3.14670 -0.29067 -0.23
C -4.33280 -1.12262 -2.25897 0.04
H -5.65555 4.11304 -0.74575 0.13
C 5.72429 2.97986 -3.40171 0.03
C 5.33319 -2.02978 6.38570 -0.05
H 0.31748 3.23035 -0.06507 0.03
H -4.78751 -1.96108 1.40568 0.12
N -0.01936 1.20822 -2.59077 0.03
C 3.92196 -0.14001 -0.99882 0.03
C -0.32435 3.00385 -3.95908 0.03
H 4.56383 -0.63539 4.35863 0.11
O -8.05088 -4.65044 -0.28924 -0.06
H -0.09915 -3.62070 2.79192 0.11
C 0.25960 1.15448 2.37022 -0.36
H -6.13166 7.31920 -3.78461 0.11
C -4.92503 5.20836 -2.43333 -0.25
H -9.19250 -4.24382 1.39544 0.10
H 1.79118 3.35311 -4.33838 0.13
C 3.32480 3.63524 -2.20940 -0.03
C 3.26210 -6.76968 1.90357 -0.08
C 2.24049 -1.12917 0.11403 -0.28
C 0.59364 0.28174 4.58600 -0.05
H -3.08193 1.13567 0.52312 0.03
H -4.08885 5.95492 -4.27574 0.12
C 2.03600 2.00453 3.74960 -0.07
H -6.17482 8.18830 -2.23328 0.10
C -4.17445 0.09804 -2.86304 0.02
O -5.66245 6.25779 -2.06575 -0.04
H 6.23405 6.58400 -1.66672 0.10
C 5.23741 -5.56936 1.25981 -0.12
C 4.54239 -4.98989 0.20802 -0.72
C -4.60604 -4.18195 -1.14305 -0.02
H 4.95067 1.00867 -3.59272 0.13
H -2.58432 -0.00420 1.77601 0.04
C 1.35624 1.99559 2.54568 -0.09
C 1.20447 1.72912 -2.91776 -0.22
O 4.73492 -3.04888 5.60934 -0.05
H 2.39126 3.89269 -1.72892 0.12
C 1.56195 -1.88794 1.12514 -0.05
H 4.56081 -1.38535 6.81474 0.10
H -3.92571 -4.53640 -1.90012 0.13
C 4.59443 -6.44884 2.11101 -0.07
H 4.88767 0.16600 -1.34469 0.12
C 3.19369 -5.27496 0.02525 -0.71
C -2.42457 0.99640 1.37924 -0.21
O 6.50841 5.16124 -3.15257 -0.05
H -0.90950 -0.42334 3.24615 0.10
C 3.97020 -1.43948 3.95631 0.01
C 4.28634 4.60972 -2.35233 0.01
C -1.81346 -2.56442 0.18984 -0.22
C 1.64768 1.16084 4.77709 -0.06
H 4.36926 -1.57938 0.58725 0.09
H -2.51266 -4.00869 1.73665 0.13
C 6.35916 6.50650 -2.74982 -0.06
C -6.80565 -4.18612 -0.15112 -0.27
C 0.22701 -2.30124 1.00516 -0.27
C -1.71968 -3.38847 1.36236 0.03
H -4.60764 7.79448 -2.98581 0.10
H 6.28226 -5.33326 1.39768 0.11
C -5.63179 7.45149 -2.82220 -0.05
P -0.68903 1.19947 0.82193 0.98
C 2.66678 0.28369 -1.51237 -0.19
H 2.87149 2.67365 3.88474 0.12
H -5.18546 -1.76856 -2.30295 0.12
N -0.61202 -1.93305 -0.00652 0.02
H -6.20547 -5.48890 -1.72864 0.13
H 5.14313 -6.89917 2.92277 0.12
H 2.16468 1.18678 5.72378 0.12
C -2.96586 -2.39491 -0.56995 -0.02
H -4.27294 2.13642 -1.17383 0.11
C -3.29496 2.94501 -2.91884 -0.17
C 2.56193 -6.18227 0.86369 -0.17
C 3.25859 -3.73968 3.94036 0.04
C 3.65778 -1.03000 0.00489 -0.04
C 3.18440 -1.20452 2.85259 -0.03
H 1.52447 -6.42919 0.69417 0.10
C -2.87853 0.56024 -2.52172 -0.25
H 2.75969 -7.47341 2.54981 0.11
```

As for the charge: +2. The value obtained for the relative energy (zero: lowest compared OMol25 entry of this formula, charge and spin) is 0.4815 eV. Its multiplicity is 1. The value obtained for the max |F| is 1.140 eV/A. The HOMO energy (alpha / beta) comes out at -11.8 / -11.8 eV. The total energy is -170169.864 eV. Its LUMO energy (alpha / beta) is -0.2823 / -0.2824 Eh.